{"formula": "C48H116F2N13O13S2V", "method": "wB97M-V/def2-TZVPD", "lumo_energy_ev": [-4.48, -4.01], "spin_multiplicity": 2, "homo_lumo_gap_ev": [4.8, 5.3], "total_energy_ev": -150432.2030, "total_charge": 1, "symbols": ["V", "S", "S", "F", "F", "O", "O", "O", "O", "O", "O", "O", "O", "O", "O", "O", "O", "O", "N", "N", "N", "N", "N", "N", "N", "N", "N", "N", "N", "N", "N", "C", "C", "C", "C", "C", "C", "C", "C", "C", "C", "C", "C", "C", "C", "C", "C", "C", "C", "C", "C", "C", "C", "C", "C", "C", "C", "C", "C", "C", "C", "C", "C", "C", "C", "C", "C", "C", "C", "C", "C", "C", "C", "C", "C", "C", "C", "C", "C", "H", "H", "H", "H", "H", "H", "H", "H", "H", "H", "H", "H", "H", "H", "H", "H", "H", "H", "H", "H", "H", "H", "H", "H", "H", "H", "H", "H", "H", "H", "H", "H", "H", "H", "H", "H", "H", "H", "H", "H", "H", "H", "H", "H", "H", "H", "H", "H", "H", "H", "H", "H", "H", "H", "H", "H", "H", "H", "H", "H", "H", "H", "H", "H", "H", "H", "H", "H", "H", "H", "H", "H", "H", "H", "H", "H", "H", "H", "H", "H", "H", "H", "H", "H", "H", "H", "H", "H", "H", "H", "H", "H", "H", "H", "H", "H", "H", "H", "H", "H", "H", "H", "H", "H", "H", "H", "H", "H", "H", "H", "H", "H", "H", "H", "H", "H"], "positions_angstrom": [[-2.184, 2.314, 1.362], [-0.388, -0.279, 0.087], [-0.605, 1.478, -1.578], [-1.186, 2.960, -1.612], [-0.816, -0.524, 1.628], [-1.489, 0.848, -2.497], [-1.169, -1.316, -0.551], [-6.768, 3.920, -5.020], [-3.144, 0.628, 2.344], [1.649, 2.985, -8.015], [-3.985, 2.456, 0.172], [0.792, 1.639, -1.822], [-2.464, 1.935, -6.100], [1.023, -0.415, 0.189], [5.388, 1.555, -6.309], [-0.160, -1.211, -4.996], [-1.744, 3.750, 0.847], [-0.919, 2.329, 3.075], [5.290, -3.514, -0.418], [-2.490, -2.753, 5.614], [0.703, -4.579, 3.392], [-4.921, 4.673, -3.944], [0.321, -2.898, -3.570], [4.583, 4.666, 0.984], [3.633, 1.197, -4.946], [1.151, 2.362, 3.987], [1.067, 3.825, -5.979], [-4.875, -0.717, 2.901], [-4.043, 0.348, -5.951], [-0.986, 1.203, 0.074], [-5.502, 1.763, -1.367], [5.515, 5.555, 0.301], [4.233, -4.520, -0.321], [3.002, 2.814, 0.572], [1.775, -3.941, 2.586], [4.742, 5.414, 3.358], [6.833, -3.751, 1.556], [-0.520, -2.008, -4.148], [-5.097, 2.522, -0.363], [-5.933, 0.199, 2.519], [-3.506, -2.252, 6.556], [-5.337, -2.004, 3.412], [2.079, 3.026, 4.882], [-0.025, 4.044, -5.038], [-3.588, -0.449, 2.784], [0.027, -3.607, -2.358], [-3.144, -2.485, 8.034], [-5.651, 5.522, -3.039], [3.936, -1.620, -1.138], [4.929, -2.149, -0.097], [2.719, -3.116, 3.453], [1.581, 1.125, 3.332], [3.872, 5.270, 2.103], [-4.711, 0.697, -1.924], [4.488, -5.921, -0.916], [-3.471, 4.538, -3.771], [-2.894, 0.920, -5.561], [-3.695, -4.869, 4.886], [-5.553, 3.944, -4.888], [6.609, -3.935, 0.056], [2.989, 1.517, -3.665], [-1.109, -2.338, 5.881], [-4.902, 0.894, -6.980], [-0.365, -4.994, 2.506], [-2.510, -4.242, 5.608], [4.946, 6.816, -0.359], [-1.201, -3.777, 2.039], [3.656, 4.084, 0.009], [-0.073, 2.847, 3.811], [1.644, -3.139, -4.111], [4.765, 1.816, -5.292], [-6.801, 1.929, -2.010], [-0.923, -0.857, 5.595], [2.305, 4.497, -5.645], [1.343, -5.736, 4.044], [0.435, -6.361, 5.115], [3.022, 0.132, -5.690], [0.861, 3.087, -7.101], [-4.628, -0.766, -5.235], [-0.526, 5.013, -5.134], [4.085, -4.528, 0.773], [3.858, -0.534, -1.145], [-5.215, 6.523, -3.148], [3.069, 0.691, -2.954], [-0.376, -4.626, -2.397], [3.475, 0.053, -6.676], [-3.653, -5.946, 5.055], [1.317, -3.272, 1.855], [-6.121, -2.366, 2.748], [-4.454, -2.683, 6.238], [1.664, -2.888, -5.170], [1.949, 0.287, -5.800], [-3.609, -1.168, 6.448], [2.931, -2.000, -0.935], [-6.659, 2.347, -3.008], [3.459, 2.366, -3.173], [5.999, 4.972, -0.485], [-4.006, -2.095, 8.581], [2.969, 4.683, 2.282], [-3.711, -4.654, 3.817], [-1.682, -0.256, 6.098], [1.700, 4.026, 5.108], [3.103, 4.320, -6.367], [-2.902, -1.252, 3.079], [-6.586, -0.220, 1.752], [7.876, -3.940, 1.801], [1.696, 0.265, 3.986], [3.520, 6.275, 1.834], [-6.573, 0.397, 3.381], [-5.665, -0.590, -4.948], [-0.633, -3.259, 1.266], [-5.848, -1.937, 4.381], [-4.311, 1.041, -2.879], [3.637, -6.549, -0.666], [3.331, -4.182, -0.835], [-5.586, 1.171, 2.181], [0.266, 3.899, -3.997], [-2.118, -4.239, 1.675], [4.495, -2.021, 0.908], [-0.501, -2.923, 5.186], [3.111, -2.330, 2.801], [-2.983, 5.482, -4.011], [2.187, 2.470, 5.813], [-1.669, -4.701, 5.089], [5.096, 2.527, -4.514], [4.978, 4.467, 3.841], [2.863, 4.751, -0.352], [-5.179, -0.287, -1.929], [-7.425, 2.624, -1.450], [-5.825, 1.308, -6.569], [4.235, 6.120, 4.018], [2.800, 2.054, -0.191], [-4.062, -1.047, -4.345], [-0.428, -6.739, 4.562], [6.155, -4.434, 2.071], [6.896, -4.945, -0.234], [-5.160, 0.072, -7.653], [-5.855, 3.257, -0.058], [4.141, -1.986, -2.144], [5.743, 7.458, -0.727], [2.023, 2.923, 1.046], [-0.251, 3.677, 4.505], [5.856, -1.575, -0.064], [-0.743, -2.659, 6.865], [-1.365, -3.027, 2.813], [2.275, -2.380, -3.638], [-2.968, -3.513, 8.344], [-3.095, 3.809, -4.491], [0.893, -7.272, 5.503], [0.857, -3.566, -1.651], [3.686, 2.285, 1.239], [-6.667, 5.705, -3.379], [2.332, -4.662, 1.977], [3.060, 3.255, 4.467], [0.946, 0.932, 2.473], [-0.065, -5.595, 1.635], [5.682, 5.902, 3.096], [4.435, -5.753, -1.995], [2.538, 1.309, 2.842], [1.631, -6.513, 3.327], [4.371, 7.417, 0.353], [2.201, -5.345, 4.591], [-5.637, 5.260, -1.980], [-2.423, -4.561, 6.652], [-4.633, -1.695, -5.813], [-4.435, 1.644, -7.613], [7.283, -3.301, -0.534], [-0.790, -3.150, -1.793], [2.191, -2.685, 4.304], [0.228, -5.645, 5.903], [-2.390, 0.478, -4.694], [-0.809, 3.329, -5.315], [-1.010, -0.708, 4.518], [3.165, -0.831, -5.205], [1.930, 1.662, -3.860], [6.568, -2.727, 1.815], [-4.675, -4.546, 5.250], [-4.543, -2.684, 3.707], [-7.297, 0.968, -2.129], [4.180, 6.596, -1.106], [-3.250, 4.156, -2.775], [0.055, -0.501, 5.923], [2.776, 4.172, -4.713], [2.032, -4.138, -3.940], [2.142, 5.574, -5.576], [-1.511, -2.048, -3.668], [6.292, 5.897, 0.989], [-3.823, 0.452, -1.333], [4.250, 3.778, -0.852], [-2.262, -1.927, 8.342], [-4.856, 3.451, -5.586], [-1.087, -5.623, 3.034], [5.487, -6.264, -0.670], [-0.104, 2.558, -7.035], [3.612, -3.616, 3.829]], "lowdin_charge": [1.08, 0.49, 0.56, -0.17, -0.21, -0.23, -0.25, 0.00, -0.11, 0.03, -0.09, -0.22, -0.02, -0.22, 0.01, 0.02, -0.23, -0.09, -0.21, -0.18, -0.17, -0.18, -0.17, -0.19, -0.17, -0.13, -0.17, -0.13, -0.17, -0.32, -0.14, -0.25, -0.24, -0.09, -0.24, -0.08, -0.08, -0.33, -0.27, -0.01, -0.24, -0.02, -0.02, -0.07, -0.23, -0.08, -0.07, -0.05, -0.08, -0.25, -0.08, 0.00, -0.26, -0.02, -0.06, -0.03, -0.32, -0.08, -0.34, -0.25, -0.06, -0.27, -0.04, -0.26, -0.24, -0.08, -0.07, -0.24, -0.24, -0.03, -0.36, 0.00, -0.07, -0.05, -0.24, -0.08, -0.03, -0.33, -0.07, 0.09, 0.09, 0.06, 0.10, 0.07, 0.09, 0.10, 0.08, 0.10, 0.10, 0.09, 0.09, 0.08, 0.10, 0.04, 0.08, 0.07, 0.11, 0.08, 0.09, 0.06, 0.07, 0.10, 0.09, 0.13, 0.10, 0.07, 0.10, 0.10, 0.11, 0.09, 0.04, 0.10, 0.09, 0.07, 0.09, 0.08, 0.08, 0.08, 0.10, 0.09, 0.05, 0.10, 0.10, 0.07, 0.13, 0.06, 0.12, 0.11, 0.10, 0.09, 0.07, 0.05, 0.07, 0.06, 0.07, 0.10, 0.10, 0.16, 0.07, 0.08, 0.06, 0.16, 0.12, 0.12, 0.05, 0.07, 0.07, 0.06, 0.08, 0.08, 0.08, 0.09, 0.10, 0.08, 0.06, 0.13, 0.07, 0.07, 0.08, 0.12, 0.06, 0.11, 0.08, 0.11, 0.09, 0.09, 0.12, 0.05, 0.07, 0.07, 0.11, 0.05, 0.05, 0.07, 0.06, 0.06, 0.06, 0.06, 0.10, 0.07, 0.08, 0.07, 0.07, 0.09, 0.09, 0.13, 0.10, 0.08, 0.11, 0.07, 0.13, 0.09, 0.06, 0.12, 0.07]}

---

{"formula": "C48H120N12O6", "method": "wB97M-V/def2-TZVPD", "smiles": "CCN(CC)CC.CCN(CC)CC.CCN(CC)CC.CCN(CC)CC.CCN(CC)CC.CCN(CC)CC.CC(N)=O.CC(N)=O.CC(N)=O.CC(N)=O.CC(N)=O.CC(N)=O", "e_above_lowest_kcal_mol": 0.00, "lumo_energy_ev": 0.01, "homo_lumo_gap_ev": 7.8, "total_energy_ev": -81887.0285, "total_charge": 0, "symbols": ["O", "O", "O", "O", "O", "O", "N", "N", "N", "N", "N", "N", "N", "N", "N", "N", "N", "N", "C", "C", "C", "C", "C", "C", "C", "C", "C", "C", "C", "C", "C", "C", "C", "C", "C", "C", "C", "C", "C", "C", "C", "C", "C", "C", "C", "C", "C", "C", "C", "C", "C", "C", "C", "C", "C", "C", "C", "C", "C", "C", "C", "C", "C", "C", "C", "C", "H", "H", "H", "H", "H", "H", "H", "H", "H", "H", "H", "H", "H", "H", "H", "H", "H", "H", "H", "H", "H", "H", "H", "H", "H", "H", "H", "H", "H", "H", "H", "H", "H", "H", "H", "H", "H", "H", "H", "H", "H", "H", "H", "H", "H", "H", "H", "H", "H", "H", "H", "H", "H", "H", "H", "H", "H", "H", "H", "H", "H", "H", "H", "H", "H", "H", "H", "H", "H", "H", "H", "H", "H", "H", "H", "H", "H", "H", "H", "H", "H", "H", "H", "H", "H", "H", "H", "H", "H", "H", "H", "H", "H", "H", "H", "H", "H", "H", "H", "H", "H", "H", "H", "H", "H", "H", "H", "H", "H", "H", "H", "H", "H", "H", "H", "H", "H", "H", "H", "H"], "positions_angstrom": [[-2.000, -1.060, 2.579], [-0.589, -4.078, 0.356], [-5.245, -1.684, -1.182], [-0.506, -0.054, -1.935], [2.656, -1.884, 4.142], [1.949, 4.360, -3.296], [-1.862, -0.517, -0.286], [-0.679, -2.769, 3.023], [-5.650, -3.863, -0.852], [-2.273, -4.416, -0.972], [-5.576, 0.903, 5.043], [2.767, 2.219, 4.676], [-0.517, 4.786, 0.293], [1.764, -5.485, -4.601], [-1.977, 0.153, -6.251], [5.408, 1.607, 0.095], [2.351, -2.960, 2.222], [0.512, 2.970, -2.491], [-1.373, 6.350, -1.460], [-1.089, -6.389, -0.267], [0.504, -6.136, -4.941], [2.446, -5.060, -5.903], [-0.213, -6.585, -3.726], [-4.696, -2.591, 0.953], [-1.845, -0.562, -4.948], [4.947, 0.550, -0.805], [1.463, 3.255, -3.364], [-0.865, 3.886, 1.389], [-6.182, -0.320, 5.593], [0.512, -1.204, -0.111], [5.731, 2.906, -0.474], [-6.425, 2.056, 4.989], [3.843, 2.565, 3.723], [0.657, -3.324, -3.747], [-1.252, -4.875, -0.309], [-3.262, -1.191, -4.603], [3.034, -2.677, 3.320], [1.887, 2.303, -4.418], [-1.963, 2.444, -5.369], [5.255, 2.291, 4.403], [-5.114, -1.437, 5.872], [-1.146, -1.081, 4.815], [3.932, -4.830, -5.729], [-1.748, 0.014, -8.869], [-1.609, -0.659, -7.410], [2.690, 3.253, 5.758], [-1.350, -1.648, 3.391], [-1.501, 5.825, 0.053], [-5.135, 0.716, 3.654], [1.662, -4.484, -3.528], [0.784, 5.368, 0.439], [-1.949, 2.875, 1.033], [1.421, 1.933, 4.134], [1.377, 1.092, 2.888], [-1.191, 1.379, -6.206], [6.447, 1.027, 0.868], [-5.196, -2.690, -0.464], [6.026, -0.039, 1.853], [3.488, 0.817, -1.263], [1.767, 2.711, 6.897], [-3.868, 1.571, 3.513], [-0.675, -0.564, -0.823], [4.447, -3.322, 3.493], [5.852, 4.066, 0.524], [-7.814, 1.843, 4.285], [1.974, 4.343, 0.431], [-5.750, -4.646, -0.223], [3.787, 1.900, 2.861], [-5.761, 0.865, 2.774], [1.101, -0.467, 0.436], [3.007, -0.027, -1.756], [1.409, -2.603, 2.147], [4.379, -5.645, -5.159], [-1.563, -6.810, -1.154], [4.788, 3.108, -0.982], [-2.431, 0.083, -0.866], [-6.785, -0.050, 6.460], [0.317, 1.049, 2.639], [-3.952, -3.352, 1.189], [3.638, 3.643, 6.129], [-0.593, -5.790, -3.085], [-1.235, 4.405, 2.274], [-1.083, -7.241, -3.750], [0.071, 2.063, -2.431], [-6.914, -0.771, 4.922], [6.602, -0.123, 2.775], [4.995, 0.112, 2.174], [2.208, 4.103, 5.275], [1.528, -4.976, -2.565], [-4.180, 2.594, 3.300], [-0.385, -3.610, -3.885], [0.259, 3.799, -1.973], [4.529, -4.844, -6.641], [-7.953, 1.840, 3.204], [0.461, -7.107, -3.046], [-0.077, -5.343, -5.411], [0.969, 2.908, 3.949], [6.494, 2.832, -1.248], [-8.448, 2.671, 4.602], [-1.514, 3.432, -5.263], [-1.280, 6.652, 0.728], [-1.131, 1.828, -7.198], [-2.303, 6.910, -1.557], [-2.035, 2.200, -4.309], [6.026, -1.045, 1.434], [-6.165, -3.856, -1.721], [1.046, 6.007, -0.404], [0.850, 5.881, 1.398], [6.869, 1.794, 1.518], [1.806, 1.300, -3.999], [1.961, -4.118, -6.159], [1.062, -1.634, -0.948], [-5.544, -2.683, 1.633], [-0.028, -6.638, -0.238], [-4.857, -0.336, 3.598], [-1.758, 2.069, 1.741], [-3.672, -1.878, -5.344], [-0.654, -0.110, 4.867], [-1.991, -0.675, -9.677], [0.024, 3.326, 1.679], [-3.227, -1.697, -3.638], [5.232, -2.567, 3.525], [-4.189, -1.639, 1.110], [6.103, 2.727, 3.875], [5.348, 1.220, 4.580], [1.545, 3.547, 7.560], [0.632, -7.012, -5.577], [-0.585, -1.018, -7.309], [3.573, 1.634, -1.980], [2.634, -4.004, -3.413], [-0.493, -1.686, 5.445], [7.309, 0.742, 0.266], [-2.014, -0.638, 0.705], [-4.180, -1.006, 6.233], [4.216, -3.913, -5.212], [-1.223, -1.456, -4.994], [-6.641, 2.571, 5.925], [-0.035, -3.225, 3.654], [4.994, -0.443, -0.358], [2.013, 3.603, -0.368], [-0.437, 6.899, -1.560], [5.563, 4.875, -0.146], [0.700, -2.611, -2.924], [5.224, 2.768, 5.382], [-3.222, 1.598, 4.390], [0.868, -2.773, -4.664], [-0.132, 1.210, -6.010], [2.379, 2.149, 7.603], [2.833, 4.973, 0.201], [-0.965, 0.733, -9.114], [-1.620, -6.877, 0.550], [-1.496, 5.587, -2.230], [0.163, -1.968, 0.583], [6.917, 4.236, 0.683], [-2.935, 3.293, 1.236], [2.869, 1.087, -0.407], [-2.244, -1.536, -7.285], [-4.667, -1.957, 5.025], [2.045, 3.836, 1.393], [4.344, -3.945, 4.383], [-2.614, 0.676, -8.865], [-2.978, 2.672, -5.694], [-5.432, -2.186, 6.596], [1.931, 1.552, 2.070], [-1.475, -0.007, -4.087], [-3.281, 1.113, 2.717], [5.263, 3.966, 1.436], [-0.792, -3.146, 2.093], [-8.172, 0.969, 4.830], [1.406, 2.412, -5.390], [-4.073, -0.465, -4.550], [-1.884, 2.415, 0.047], [-2.098, -1.027, 5.342], [1.730, 0.087, 3.120], [-2.287, -3.431, -1.197], [2.296, -5.777, -6.710], [2.960, 2.470, -4.509], [-5.884, 2.831, 4.446], [0.796, 2.263, 6.685], [4.776, -3.906, 2.634], [5.671, 0.683, -1.609], [2.500, -3.799, 1.679], [0.811, 1.369, 4.840], [3.630, 3.559, 3.328], [-2.895, -5.003, -1.509], [-2.465, 5.397, 0.328]], "lowdin_charge": [0.02, -0.01, 0.02, -0.02, 0.04, 0.02, 0.21, 0.18, 0.16, 0.20, -0.18, -0.18, -0.22, -0.18, -0.20, -0.22, 0.18, 0.20, -0.05, 0.01, -0.28, -0.22, -0.12, -0.01, -0.20, -0.22, -0.66, -0.24, -0.23, 0.01, -0.24, -0.26, -0.23, -0.07, -0.58, -0.07, -0.61, -0.01, -0.07, -0.06, -0.08, 0.03, -0.11, -0.07, -0.22, -0.22, -0.55, -0.22, -0.25, -0.23, -0.24, -0.08, -0.25, -0.09, -0.25, -0.29, -0.63, -0.10, -0.06, -0.08, -0.08, -0.59, 0.01, -0.07, -0.08, -0.06, 0.11, 0.07, 0.12, 0.07, 0.06, 0.05, 0.07, 0.06, 0.09, 0.12, 0.11, 0.06, 0.07, 0.10, 0.04, 0.12, 0.08, 0.07, 0.10, 0.07, 0.07, 0.10, 0.10, 0.06, 0.06, 0.08, 0.07, 0.07, 0.08, 0.11, 0.11, 0.12, 0.06, 0.06, 0.11, 0.09, 0.06, 0.05, 0.06, 0.12, 0.10, 0.12, 0.10, 0.07, 0.10, 0.07, 0.09, 0.09, 0.09, 0.04, 0.05, 0.06, 0.06, 0.08, 0.04, 0.07, 0.06, 0.06, 0.07, 0.06, 0.12, 0.10, 0.05, 0.10, 0.08, 0.12, 0.06, 0.05, 0.06, 0.08, 0.11, 0.10, 0.10, 0.05, 0.06, 0.07, 0.05, 0.04, 0.08, 0.06, 0.09, 0.07, 0.07, 0.05, 0.09, 0.06, 0.02, 0.07, 0.06, 0.06, 0.10, 0.05, 0.04, 0.08, 0.06, 0.07, 0.07, 0.05, 0.08, 0.03, 0.06, 0.05, 0.05, 0.07, 0.06, 0.07, 0.06, 0.06, 0.12, 0.11, 0.08, 0.10, 0.06, 0.06, 0.11, 0.11, 0.08, 0.10, 0.12, 0.10]}